C16H20N2O3S | ωB97M-V/def2-TZVPD

## Properties
- Structure (SMILES): CCOCc1[nH]c(=S)[nH]c(=O)c1Cc1ccc(OCC)cc1
- Max |F|: 0.625 eV/Å
- Energy relative to the best compared isomer or geometry (same formula, charge and spin): 113.1 kJ/mol
- E: -1355.14228 Eh
- HOMO level: -8.3 eV

```
42
Properties=species:S:1:pos:R:3:mulliken_charge:R:1
C -5.17 -2.87 -0.51 -1.26
C -4.01 -2.31 0.29 -0.15
O -2.93 -2.05 -0.60 -0.46
C -1.84 -1.41 0.01 -0.39
C -2.07 0.07 0.17 0.84
N -3.00 0.57 -0.70 -0.08
C -3.37 1.88 -0.75 -0.12
S -4.50 2.42 -1.80 -0.37
N -2.73 2.69 0.14 -0.07
C -1.76 2.30 1.06 0.49
O -1.26 3.13 1.79 -0.66
C -1.44 0.88 1.05 0.13
C -0.37 0.41 2.01 -2.05
C 0.94 0.27 1.28 0.39
C 1.50 -0.97 1.01 -0.28
C 2.69 -1.08 0.33 -0.67
C 3.37 0.06 -0.11 0.81
O 4.53 -0.15 -0.76 -0.40
C 5.29 0.96 -1.20 -0.26
C 6.55 0.43 -1.86 -1.43
C 2.81 1.31 0.16 -0.47
C 1.61 1.40 0.85 -0.75
H -5.52 -2.14 -1.24 0.31
H -4.86 -3.76 -1.05 0.31
H -5.99 -3.12 0.15 0.39
H -4.31 -1.39 0.81 0.30
H -3.69 -3.04 1.05 0.34
H -0.98 -1.57 -0.66 0.17
H -1.61 -1.87 0.98 0.35
H -3.44 -0.08 -1.35 0.31
H -2.98 3.67 0.13 0.26
H -0.65 -0.54 2.47 0.57
H -0.28 1.17 2.78 0.49
H 1.00 -1.87 1.34 0.35
H 3.13 -2.04 0.12 0.42
H 5.55 1.60 -0.34 0.36
H 4.71 1.56 -1.91 0.35
H 6.29 -0.20 -2.71 0.33
H 7.16 1.26 -2.21 0.42
H 7.12 -0.16 -1.15 0.33
H 3.31 2.22 -0.15 0.39
H 1.20 2.38 1.06 0.46
```

***

C16H20N4O5SW | ωB97M-V/def2-TZVPD

## Properties
- Max |F|: 1.396 eV/Å
- Energy relative to the best compared isomer or geometry (same formula, charge and spin): 131.4 kJ/mol
- Net charge: +2
- E: -1681.71507 Eh
- HOMO level: -14.7 eV

```
47
Properties=species:S:1:pos:R:3:mulliken_charge:R:1
W 0.35 0.84 -0.29 1.42
O 1.06 1.52 1.83 -0.72
C 0.94 2.91 2.22 -0.65
C 1.57 3.72 1.12 -0.71
N 0.95 3.39 -0.18 0.08
C 1.88 3.52 -1.35 -1.00
C 1.75 2.06 -1.68 1.32
O 2.35 1.19 -0.98 -0.59
O 0.63 1.66 -2.16 -0.55
C -0.38 3.97 -0.38 -0.52
C -1.46 3.15 0.31 0.34
O -2.50 3.55 0.69 -0.48
O -1.11 1.82 0.45 -0.63
H 0.92 0.94 2.59 0.32
H -0.11 3.15 2.40 0.35
H 1.49 3.06 3.15 0.51
H 1.48 4.78 1.33 0.35
H 2.63 3.46 1.06 0.40
H 1.51 4.18 -2.13 0.43
H 2.89 3.79 -1.05 0.43
H -0.44 5.00 -0.02 0.42
H -0.62 3.97 -1.45 0.39
N -0.77 -0.33 -0.94 -0.21
C -1.97 -1.03 -0.81 0.67
C -2.56 -1.56 -1.96 0.06
C -3.77 -2.22 -1.85 -0.71
C -4.37 -2.36 -0.60 -0.42
C -3.77 -1.83 0.53 -0.81
C -2.57 -1.16 0.44 -0.32
H -2.08 -1.43 -2.93 0.51
H -4.24 -2.63 -2.73 0.43
H -5.32 -2.88 -0.52 0.43
H -4.25 -1.94 1.50 0.42
H -2.11 -0.74 1.32 0.36
C 2.86 -3.62 1.67 -0.84
N 1.93 -3.55 0.54 0.14
C 1.61 -4.62 -0.28 -0.28
C 0.75 -4.16 -1.21 -0.51
N 0.55 -2.82 -0.94 0.27
C 1.28 -2.46 0.12 0.18
S 1.48 -0.94 0.94 -0.36
H 3.11 -4.66 1.84 0.31
H 2.39 -3.22 2.57 0.35
H 3.76 -3.05 1.44 0.36
H 2.03 -5.60 -0.12 0.44
H 0.26 -4.66 -2.03 0.49
H -0.04 -2.19 -1.46 0.12
```

***

C16H20N6OS2 | ωB97M-V/def2-TZVPD

## Properties
- Structure (SMILES): Cc1cccc(Nc2nc(N)nc(CSC(=S)N3CCOCC3)n2)c1
- Max |F|: 0.686 eV/Å
- E: -1821.91305 Eh
- HOMO level: -8.2 eV

```
45
Properties=species:S:1:pos:R:3:mulliken_charge:R:1
C -2.26 -3.89 -0.71 -1.54
C -3.34 -2.97 -0.23 0.65
C -4.59 -3.47 0.09 -0.56
C -5.60 -2.62 0.52 -0.63
C -5.36 -1.26 0.64 -0.73
C -4.10 -0.74 0.31 0.59
N -3.92 0.63 0.45 -0.05
C -2.85 1.41 0.18 0.42
N -3.04 2.71 0.44 -0.70
C -2.00 3.50 0.18 0.47
N -2.12 4.81 0.44 -0.36
N -0.83 3.08 -0.31 -0.64
C -0.76 1.78 -0.54 -0.15
C 0.52 1.25 -1.10 -0.43
S 1.44 0.47 0.26 -0.19
C 2.82 -0.22 -0.63 0.67
S 2.98 0.01 -2.25 -0.43
N 3.68 -0.94 0.10 -0.04
C 4.93 -1.42 -0.46 -0.78
C 6.08 -0.63 0.16 -0.45
O 6.07 -0.72 1.57 -0.38
C 4.85 -0.25 2.10 -0.47
C 3.66 -1.04 1.54 -0.64
N -1.73 0.90 -0.32 -0.27
C -3.10 -1.61 -0.12 -0.48
H -1.30 -3.38 -0.74 0.33
H -2.49 -4.25 -1.71 0.30
H -2.17 -4.75 -0.05 0.36
H -4.79 -4.53 0.01 0.41
H -6.57 -3.01 0.77 0.37
H -6.14 -0.60 0.97 0.36
H -4.71 1.15 0.80 0.24
H -2.99 5.17 0.79 0.23
H -1.35 5.41 0.23 0.25
H 0.33 0.48 -1.84 0.42
H 1.13 2.05 -1.50 0.52
H 4.91 -1.30 -1.54 0.37
H 5.03 -2.48 -0.20 0.31
H 7.04 -1.02 -0.16 0.35
H 6.00 0.43 -0.14 0.29
H 4.92 -0.38 3.18 0.37
H 4.72 0.81 1.87 0.28
H 2.73 -0.66 1.94 0.35
H 3.77 -2.10 1.81 0.28
H -2.13 -1.20 -0.36 0.71
```

***

C16H20NOS | ωB97M-V/def2-TZVPD

## Properties
- Structure (SMILES): CCOc1ccc(C[NH2+]c2cccc(SC)c2)cc1
- Max |F|: 15.295 eV/Å
- Energy relative to the best compared isomer or geometry (same formula, charge and spin): 1321.5 kJ/mol
- Net charge: +1
- E: -1149.14269 Eh
- HOMO level: -11.6 eV

```
39
Properties=species:S:1:pos:R:3:mulliken_charge:R:1
C 2.48 -3.36 -3.80 -2.01
C 1.10 -2.68 -3.31 -0.31
O 1.35 -2.35 -2.13 -0.30
C 0.33 -2.10 -1.33 0.27
C -0.83 -1.84 -1.81 0.50
C -2.08 -1.19 -1.13 -1.65
C -1.85 -1.06 0.23 1.03
C -2.93 -0.50 1.25 -1.91
N -2.64 1.12 1.11 -0.18
C -1.50 1.48 1.62 -0.02
C -1.64 2.01 2.74 -0.22
C -0.11 2.21 3.43 -0.77
C 0.85 2.34 2.54 -0.65
C 0.80 1.85 1.18 0.49
S 2.34 2.04 0.18 -0.07
C 1.79 1.46 -1.37 -0.38
C -0.47 1.67 0.58 -0.78
C -0.54 -1.36 0.88 -0.40
C 0.28 -2.04 0.06 -0.87
H 2.61 -4.15 -3.47 0.72
H 2.49 -3.72 -4.77 0.54
H 3.23 -2.67 -3.71 0.37
H 0.77 -1.77 -3.83 0.43
H 0.33 -3.45 -3.56 0.31
H -1.40 -1.95 -2.82 0.23
H -2.91 -0.99 -1.49 0.87
H -2.75 -0.63 2.14 0.59
H -3.77 -0.87 0.92 0.75
H -2.82 1.25 0.10 0.52
H -3.71 1.54 1.65 0.49
H -2.27 1.94 3.61 0.40
H 0.13 2.76 4.36 0.34
H 1.73 2.73 2.87 0.46
H 2.51 1.43 -2.06 0.52
H 0.98 2.18 -2.03 0.28
H 1.32 0.44 -1.27 -0.21
H -0.48 1.43 -0.41 0.62
H -0.27 -1.13 1.84 0.59
H 1.29 -2.23 0.33 0.39
```

***

C16H20O2 | ωB97M-V/def2-TZVPD

## Properties
- Structure (SMILES): CCc1ccc(O)cc1.CCc1ccc(O)cc1
- Max |F|: 2.024 eV/Å
- Energy relative to the best compared isomer or geometry (same formula, charge and spin): 144.9 kJ/mol
- E: -772.13216 Eh
- HOMO level: -8.3 eV

```
38
Properties=species:S:1:pos:R:3:mulliken_charge:R:1
C 3.04 -2.31 0.86 -1.13
C 2.00 -2.17 2.00 -0.99
C 0.56 -2.19 1.55 0.12
C -0.15 -0.99 1.54 -0.32
C -1.49 -0.96 1.18 -0.60
C -2.07 -2.12 0.68 0.64
O -3.32 -2.12 0.12 -0.60
C -1.33 -3.28 0.50 -0.73
C -0.03 -3.32 1.02 -0.29
H 3.70 -3.16 0.99 0.31
H 3.63 -1.39 0.74 0.28
H 2.52 -2.37 -0.10 0.34
H 2.19 -2.91 2.75 0.51
H 2.22 -1.27 2.57 0.38
H 0.27 -0.10 1.93 0.47
H -2.09 -0.07 1.33 0.45
H -3.61 -1.25 -0.16 0.31
H -1.70 -4.19 0.08 0.45
H 0.53 -4.24 0.93 0.39
C 3.12 3.56 -0.74 -1.20
C 2.03 3.21 0.28 -0.93
C 0.85 2.55 -0.42 0.59
C 0.95 1.21 -0.78 -0.33
C -0.13 0.58 -1.40 -0.51
C -1.31 1.27 -1.61 0.48
O -2.32 0.66 -2.34 -0.55
C -1.33 2.64 -1.37 -0.46
C -0.25 3.31 -0.82 -0.79
H 2.88 3.42 -1.76 0.37
H 4.07 3.06 -0.56 0.31
H 3.33 4.64 -0.72 0.34
H 2.36 2.55 1.06 0.39
H 1.62 4.10 0.72 0.42
H 1.79 0.58 -0.52 0.50
H -0.06 -0.39 -1.87 0.34
H -3.13 1.13 -2.14 0.31
H -2.20 3.19 -1.74 0.29
H -0.25 4.38 -0.70 0.42
```

***

C16H21AlNO3 | ωB97M-V/def2-TZVPD

## Properties
- Max |F|: 0.561 eV/Å
- Energy relative to the best compared isomer or geometry (same formula, charge and spin): 0.0 kJ/mol
- Net charge: -1
- E: -1145.13590 Eh
- HOMO level: -4.8 eV

```
42
Properties=species:S:1:pos:R:3:mulliken_charge:R:1
C 0.13 -2.64 4.99 -1.49
C 0.03 -2.73 3.46 0.40
O 0.80 -1.62 2.93 -0.58
C 0.50 -4.04 2.86 -0.93
Al 0.90 -3.87 0.86 0.30
C -0.56 -2.69 -0.01 -0.86
C -0.11 -1.87 -1.17 0.64
C -0.74 -1.92 -2.42 -0.48
C -0.32 -1.16 -3.50 -0.48
C 0.77 -0.30 -3.37 -0.45
C 1.41 -0.22 -2.14 -0.78
C 0.99 -1.00 -1.06 -0.15
H 1.19 -2.58 5.25 0.35
H -0.36 -1.74 5.37 0.36
H -0.31 -3.52 5.45 0.34
H -1.02 -2.57 3.17 0.22
H 0.20 -1.00 2.52 0.32
H -0.27 -4.81 3.01 0.32
H 1.43 -4.36 3.35 0.36
H 2.40 -3.29 0.66 -0.35
H 0.79 -5.32 0.11 -0.35
H -1.05 -2.04 0.72 0.25
H -1.33 -3.39 -0.36 0.30
H -1.59 -2.59 -2.54 0.30
H -0.83 -1.24 -4.46 0.36
H 1.11 0.31 -4.20 0.35
H 2.25 0.45 -2.01 0.43
H 1.54 -0.95 -0.12 0.32
C -0.54 2.61 -1.59 0.19
C 0.58 3.39 -1.87 -0.20
C 0.56 4.75 -1.63 -0.55
C -0.58 5.31 -1.09 -0.01
C -1.70 4.56 -0.79 -0.32
C -1.68 3.20 -1.05 -0.65
N -0.60 6.76 -0.82 1.00
O 0.39 7.40 -1.10 -0.62
O -1.60 7.23 -0.32 -0.62
H -0.52 1.55 -1.79 0.14
H 1.46 2.92 -2.29 0.34
H 1.42 5.37 -1.84 0.44
H -2.58 5.04 -0.37 0.45
H -2.54 2.60 -0.82 0.40
```

***

C16H21BrNO3S | ωB97M-V/def2-TZVPD

## Properties
- Structure (SMILES): CCOc1cc(C[NH2+]CCO)cc(Br)c1OCc1cccs1
- Max |F|: 0.940 eV/Å
- Net charge: +1
- E: -3874.69638 Eh
- HOMO level: -11.0 eV

```
43
Properties=species:S:1:pos:R:3:mulliken_charge:R:1
C -0.06 3.51 -1.97 -0.98
C 1.03 3.50 -0.91 -0.53
O 0.74 2.62 0.16 -0.44
C 0.92 1.29 0.04 0.88
C 1.47 0.67 -1.08 -0.52
C 1.72 -0.70 -1.11 -0.16
C 2.31 -1.35 -2.33 -1.29
N 1.25 -2.18 -3.01 -0.06
C 1.70 -2.89 -4.23 -0.55
C 1.49 -2.01 -5.47 -0.51
O 2.11 -0.76 -5.24 -0.46
C 1.39 -1.49 -0.02 -0.70
C 0.80 -0.89 1.08 -0.23
Br 0.30 -1.95 2.57 -0.12
C 0.55 0.48 1.15 0.74
O 0.03 0.91 2.31 -0.47
C -0.89 2.00 2.37 -0.60
C -2.19 1.65 1.74 0.61
C -3.38 1.43 2.35 -0.70
C -4.42 1.10 1.45 -0.50
C -4.00 1.07 0.16 -0.52
S -2.33 1.45 0.02 0.07
H -1.01 3.78 -1.52 0.28
H 0.19 4.24 -2.74 0.42
H -0.17 2.53 -2.43 0.27
H 2.01 3.28 -1.34 0.37
H 1.08 4.48 -0.43 0.41
H 1.75 1.26 -1.94 0.43
H 3.13 -2.01 -2.06 0.50
H 2.66 -0.61 -3.05 0.46
H 0.48 -1.55 -3.25 0.36
H 0.90 -2.84 -2.31 0.45
H 2.76 -3.12 -4.12 0.32
H 1.14 -3.81 -4.36 0.40
H 0.41 -1.87 -5.65 0.34
H 1.92 -2.52 -6.33 0.39
H 2.23 -0.29 -6.07 0.32
H 1.60 -2.55 0.01 0.48
H -0.45 2.90 1.93 0.21
H -1.03 2.16 3.44 0.38
H -3.52 1.49 3.42 0.41
H -5.43 0.90 1.75 0.41
H -4.57 0.85 -0.72 0.43
```

***

C16H21Cl5F3IrN4O7Se | ωB97M-V/def2-TZVPD

## Properties
- Max |F|: 1.225 eV/Å
- Energy relative to the best compared isomer or geometry (same formula, charge and spin): 244.8 kJ/mol
- E: -6474.32265 Eh
- HOMO level: -8.6 eV

```
58
Properties=species:S:1:pos:R:3:mulliken_charge:R:1
Ir 0.10 0.17 -0.34 2.40
N 0.34 -0.46 4.60 -0.79
C 0.06 -1.13 3.33 1.82
C -1.43 -1.41 3.16 -1.42
C -1.74 -1.93 1.76 0.10
N -1.65 -0.83 0.74 -0.84
C -0.85 -3.12 1.40 -1.24
C 0.63 -2.89 1.68 -0.08
N 1.14 -1.95 0.66 -0.48
C 0.87 -2.38 3.09 -1.71
H -0.22 1.47 4.18 0.40
H 1.32 -0.20 4.62 0.31
H 0.16 -1.06 5.40 0.28
H 0.35 -0.44 2.55 -0.66
H -2.00 -0.50 3.37 0.25
H -1.75 -2.17 3.88 0.48
H -2.77 -2.27 1.75 0.36
H -1.97 0.04 1.15 0.22
H -2.26 -1.07 -0.03 0.29
H -0.99 -3.36 0.34 0.37
H -1.19 -3.99 1.98 0.52
H 1.14 -3.86 1.58 0.39
H 1.20 -2.43 -0.23 0.19
H 2.08 -1.62 0.88 0.23
H 1.94 -2.16 3.23 0.42
H 0.60 -3.17 3.80 0.41
Cl -1.60 3.10 -0.89 -0.09
C -1.90 1.76 -1.94 0.46
C -1.35 0.50 -1.68 -1.68
C -1.77 -0.54 -2.53 1.32
Cl -1.44 -2.20 -2.14 -0.18
C -2.58 -0.31 -3.64 -0.04
Cl -3.02 -1.61 -4.68 -0.19
C -3.04 0.97 -3.91 0.25
Cl -4.03 1.26 -5.29 -0.19
C -2.73 2.00 -3.04 0.06
Cl -3.36 3.58 -3.34 -0.18
F 4.17 -1.02 -3.29 -0.26
C 2.85 -1.18 -3.25 0.69
F 2.58 -2.47 -3.51 -0.26
F 2.32 -0.45 -4.24 -0.24
C 2.27 -0.78 -1.87 0.66
O 3.01 -0.54 -0.94 -0.58
O 0.98 -0.78 -1.91 -0.31
C 1.29 3.31 -3.06 -1.18
C 1.39 2.87 -1.63 0.40
N 1.83 3.75 -0.74 -0.20
O 1.09 1.70 -1.35 -0.15
H 2.01 4.09 -3.30 0.46
H 0.28 3.70 -3.23 0.24
H 1.44 2.45 -3.71 0.26
H 1.96 4.71 -1.02 0.24
H 1.72 3.58 0.25 0.13
O 1.91 1.38 2.48 -0.62
Se 0.58 2.27 2.24 0.96
O -0.32 2.36 3.70 -0.58
O -0.47 1.46 1.22 -0.71
O 0.79 3.78 1.76 -0.74
```

***

What E_LUMO values result from the calculations? In sequence: 0.49, -7.34, 0.67, -3.58, 0.59, 1.30, -2.85, -0.04 eV.